# 1
43
Properties=species:S:1:pos:R:3:forces:R:3 method="wB97M-V/def2-TZVPD" total_charge=0 homo_ha="-0.396 / -0.396" multiplicity=2 s2=0.758 energy_ha=-1543.5962 max_force_ev_per_a=7.2 e_above_lowest_kj_mol=112.4
O -16.77110 14.61860 -12.87949 2.0 0.9 -1.2
O -16.10562 12.67179 -17.11701 0.4 0.6 -0.4
O -14.71445 13.97342 -14.16799 -0.6 0.6 -0.5
O -12.97918 14.80874 -15.42084 -3.0 -0.5 1.1
O -19.48094 9.55124 -14.25569 0.0 -0.6 0.0
O -14.96039 16.46051 -16.66485 -1.0 -2.9 3.5
O -14.62334 19.07620 -16.32268 -0.2 0.0 0.3
O -16.96383 12.98830 -14.52297 0.3 1.6 0.3
O -11.11273 15.26401 -13.26985 0.0 0.0 0.3
O -18.64527 16.87900 -15.10853 -0.3 0.0 0.1
O -20.83599 12.95630 -8.66829 -0.2 0.0 0.1
O -19.05286 12.28247 -13.82191 3.4 1.9 0.3
O -16.74314 15.37007 -9.61155 0.5 0.4 0.3
O -18.29929 13.94814 -11.36440 2.5 -1.7 -5.7
O -16.34161 15.30530 -15.21647 0.4 0.9 -0.5
O -16.96583 18.04702 -12.35587 0.3 0.0 0.1
O -12.50812 11.06547 -13.18509 -0.2 -0.1 -0.1
O -11.20604 14.20498 -17.75510 0.0 -0.2 -0.1
C -15.21578 15.64210 -15.68273 -0.7 1.8 -3.5
C -17.70025 13.78147 -12.49717 -3.2 2.3 6.0
C -18.00396 12.91152 -13.66079 -3.3 -2.9 -0.9
C -14.14455 14.71680 -15.05736 4.9 0.1 -0.7
B -16.17404 14.23447 -14.16965 -1.6 -2.6 2.0
H -11.41886 14.31011 -16.82780 -0.1 0.0 0.2
H -11.62799 14.74522 -13.88758 0.0 -0.1 -0.2
H -19.04055 10.11124 -13.61641 -0.1 0.1 0.1
H -12.89662 11.92788 -13.03831 -0.1 0.2 0.1
H -16.35734 13.02709 -16.26459 -0.5 -0.5 -0.1
H -19.54014 10.08901 -15.04533 -0.1 0.2 -0.1
H -16.14716 11.72232 -17.00301 0.0 -0.3 0.0
H -14.51378 18.15611 -16.56283 0.2 0.1 0.0
H -14.43270 19.55855 -17.12719 0.0 0.4 -0.3
H -18.04647 17.58818 -15.34248 0.1 0.3 -0.1
H -20.11929 12.51328 -8.21408 0.1 -0.1 0.1
H -10.55406 15.81029 -13.82275 0.2 0.2 -0.1
H -11.56406 11.21633 -13.13773 0.3 0.0 0.0
H -17.29951 15.06698 -10.32906 -0.3 -0.1 -0.2
H -20.43633 13.30398 -9.46555 0.1 0.1 -0.3
H -16.63244 14.60110 -9.05240 0.0 -0.1 0.2
H -17.42779 18.81288 -12.69686 -0.2 0.2 0.0
H -17.05226 17.38818 -13.04485 -0.2 -0.2 0.0
H -18.07297 16.16189 -14.83565 -0.2 0.0 0.0
H -10.94609 15.08027 -18.04239 0.1 0.2 -0.1


# 2
46
Properties=species:S:1:pos:R:3:forces:R:3 method="wB97M-V/def2-TZVPD" total_charge=0 homo_ha=-0.317 energy_ha=-793.9746 max_force_ev_per_a=0.6 smiles=Cc1ccc([C@]2(CCN)CCO[C@@H](C(C)C)C2)cc1 e_above_lowest_kj_mol=0.0
O 0.27810 -2.46322 0.42494 0.1 0.0 0.2
N 4.11337 -0.05048 -1.43100 0.2 -0.3 -0.1
C -0.49887 0.75846 -0.94222 -0.1 0.0 0.0
C -4.33463 2.67854 -1.51240 0.0 -0.1 0.0
C -0.00361 -2.21756 -0.92989 0.0 -0.1 -0.5
C -1.16709 0.70245 -2.16171 0.1 0.0 0.0
C 0.17910 -1.28906 1.21658 0.3 0.1 0.4
C -2.99544 2.03450 -1.32351 0.0 0.0 0.0
C 0.97516 -1.20952 -1.53266 -0.3 -0.2 0.3
C 0.37883 -0.52386 3.63318 0.2 -0.2 -0.2
C 1.16842 -0.23421 0.70247 -0.4 -0.1 -0.1
C -2.32156 2.11990 -0.11365 0.0 0.0 0.0
C 0.44387 -1.70825 2.67194 -0.3 0.0 -0.2
C -1.09835 1.50220 0.07027 0.0 0.0 0.0
C -0.57130 -2.77140 3.08857 0.3 0.0 -0.1
C 3.35840 1.07661 -0.92361 -0.3 0.2 -0.1
C -2.38982 1.32083 -2.34725 0.0 0.1 0.0
C 1.87033 1.18089 -1.31026 0.4 -0.1 0.3
C 0.87790 0.12116 -0.76596 0.3 0.1 -0.1
H -4.42526 3.57230 -0.89910 -0.1 0.1 0.0
H 3.84822 1.97768 -1.30976 -0.1 0.0 0.2
H 1.52993 2.16013 -0.96279 0.0 0.0 -0.1
H -0.33949 -3.14878 4.08176 0.0 0.0 0.1
H -1.03550 -1.84870 -1.04084 0.1 -0.1 0.0
H 0.43210 -0.88215 4.65863 0.0 0.0 0.1
H 0.77841 -1.08943 -2.59702 0.0 0.0 -0.1
H 0.08118 -3.18647 -1.42875 -0.1 0.1 0.0
H 1.44435 -2.15110 2.70910 0.0 0.0 0.0
H 3.98009 -0.14689 -2.43170 0.0 -0.1 0.1
H -4.49286 2.94641 -2.55457 -0.1 0.1 0.0
H -2.75708 2.68259 0.70039 0.0 0.1 0.1
H 3.46789 1.08827 0.16245 0.0 0.1 0.0
H -0.84857 -0.89492 1.13707 0.1 -0.1 0.1
H 2.16773 -0.66765 0.77473 0.1 0.0 0.0
H 3.82826 -0.91643 -0.98887 0.1 0.1 -0.1
H -0.61491 1.61604 1.02758 0.1 0.0 0.1
H -5.12522 1.98694 -1.21829 -0.1 0.0 0.0
H -0.55169 -3.59770 2.38456 -0.1 -0.1 0.0
H -0.55922 0.01383 3.50867 -0.1 0.1 0.0
H 1.79303 1.18264 -2.40162 -0.1 0.1 -0.1
H 1.98013 -1.61948 -1.42628 0.0 0.0 -0.1
H -0.73911 0.17269 -2.99850 0.1 -0.1 -0.1
H -2.87847 1.24829 -3.30887 -0.1 0.0 -0.1
H -1.57423 -2.34925 3.10275 -0.2 0.0 0.0
H 1.14473 0.65551 1.32684 0.1 0.1 0.1
H 1.20274 0.16767 3.47862 0.1 0.1 0.0


# 3
34
Properties=species:S:1:pos:R:3:forces:R:3 method="wB97M-V/def2-TZVPD" total_charge=-2 homo_ha="-0.051 / -0.060" multiplicity=2 s2=0.754 energy_ha=-4758.7322 max_force_ev_per_a=0.8
Cu -0.11057 -0.43899 -0.86011 0.2 -0.6 0.6
Cl -3.33555 -0.19849 -0.53889 -0.5 0.0 0.0
Cl -0.20757 -0.64177 2.26508 -0.2 0.2 0.0
Cl -5.77701 -1.81699 -0.82723 -0.2 -0.2 0.0
Cl 5.08244 -0.03970 0.95332 0.2 0.0 -0.1
S 2.15873 -0.27458 -0.10325 0.0 -0.1 0.1
N -0.65504 -1.32277 -3.70803 0.0 -0.2 -0.1
N -0.57418 2.08116 -3.07173 0.1 0.0 0.0
N -0.61166 -0.31250 -2.81256 0.0 0.2 -0.3
N -0.41272 1.55430 -0.72620 -0.2 0.5 -0.4
N -0.63380 -0.83328 -4.89831 0.0 0.0 0.1
N -0.54133 3.56457 0.02948 0.0 0.0 0.1
N -0.43431 2.33187 0.37932 0.0 -0.1 0.2
N -0.57499 0.51412 -4.85368 0.0 0.2 0.0
N -0.59909 3.67255 -1.31168 0.0 0.0 -0.3
C -5.10762 -0.21773 -0.46236 0.6 0.1 0.0
C -0.56509 0.79524 -3.55799 -0.2 -0.4 -0.2
C 3.77259 -0.22097 2.08402 -0.3 0.0 0.1
C 3.12630 -0.40539 4.38163 0.0 0.0 0.0
C 1.81020 -0.50697 3.96390 -0.1 0.0 0.1
C -0.34042 -2.40219 -0.46042 -0.1 0.0 -0.2
C -0.51728 2.42070 -1.74057 -0.1 0.0 0.5
C 1.47407 -0.46644 2.62167 0.4 0.0 0.0
C 4.11363 -0.26133 3.42119 0.1 0.0 0.0
C 2.44252 -0.31819 1.59400 0.0 -0.1 0.0
H 1.01452 -0.62671 4.68802 0.0 0.0 0.0
H -5.41741 0.04404 0.54186 0.0 0.0 0.0
H 0.29260 -2.98886 -1.13126 0.0 0.1 -0.1
H 5.15729 -0.18109 3.69705 0.0 0.0 0.0
H -0.46868 2.82342 -3.73694 0.0 0.0 0.0
H 3.37752 -0.44362 5.43403 0.0 0.0 0.0
H -0.06811 -2.63959 0.57157 0.1 0.1 -0.1
H -5.49159 0.47455 -1.20135 0.0 0.0 0.0
H -1.37837 -2.71833 -0.62356 0.0 0.1 -0.1


# 4
17
Properties=species:S:1:pos:R:3:forces:R:3 method="wB97M-V/def2-TZVPD" total_charge=0 homo_ha=-0.341 energy_ha=-363.2089 max_force_ev_per_a=4.3 smiles=NCCO.O.O e_above_lowest_kj_mol=172.1
O -5.08246 -1.29855 -3.25549 0.8 -1.4 3.6
O -0.61487 0.14701 0.31176 0.6 -0.3 0.0
O 1.01549 -0.36434 -2.01364 -0.3 2.3 -1.6
N 2.43749 0.71537 2.35067 0.1 2.9 -1.2
C 0.23564 0.27440 1.44176 -1.0 -0.9 2.6
C 1.65630 0.75744 1.14179 -0.8 -0.5 -1.2
H 3.39126 0.93421 2.11852 0.3 -0.2 0.3
H 1.57877 1.79687 0.80654 0.3 -0.2 -0.3
H 2.07587 0.08271 0.31110 -0.7 1.1 0.9
H -0.38063 0.83711 2.23405 1.5 0.0 -1.0
H 1.18876 -1.17932 -1.57339 -1.0 -1.0 0.0
H -4.73691 -0.88438 -3.97892 0.6 1.9 -3.8
H -4.21524 -1.29550 -2.77072 -1.4 -0.5 0.2
H 0.17037 -0.20691 -2.52009 1.4 -1.3 1.4
H -1.46569 0.50921 0.55337 -0.1 0.0 0.0
H 0.38872 -0.70352 2.04093 -0.4 0.7 -1.3
H 2.35712 -0.12181 2.80176 0.0 -2.7 1.4


# 5
61
Properties=species:S:1:pos:R:3:forces:R:3 method="wB97M-V/def2-TZVPD" total_charge=0 homo_ha="-0.272 / -0.296" multiplicity=3 s2=2.007 energy_ha=-2413.7958 max_force_ev_per_a=0.2 e_above_lowest_kj_mol=1.5
Pd -0.59207 1.59155 -0.59876 0.2 0.1 -0.1
S -0.32336 3.94287 -1.16307 0.0 -0.1 0.0
P -0.70972 -0.79408 -0.62475 0.0 0.0 0.0
O -4.68633 1.04555 -1.28449 0.0 0.0 -0.1
O -2.74477 1.57325 -0.33609 0.0 0.0 0.1
O 1.59893 1.66116 -0.97971 -0.1 -0.1 0.0
N 0.37880 1.24265 6.85844 0.0 0.0 0.0
N 2.11706 2.81905 -1.37759 0.0 0.0 0.0
N -0.30455 1.59778 1.57595 0.0 0.0 0.1
C 0.92204 1.51544 2.09134 0.0 0.0 -0.1
C -2.33577 -1.48620 -0.20785 0.0 0.0 0.0
C -0.24083 -0.90535 -3.33942 0.0 0.0 0.0
C 1.14110 1.43777 3.45277 0.1 0.0 0.0
C 0.11581 -1.50284 -4.54147 0.0 0.0 0.0
C 1.36142 3.94411 -1.48661 0.0 0.0 0.0
C 2.23891 -1.99277 2.69544 0.0 0.0 0.0
C -0.18139 -1.62673 -2.15105 0.0 0.0 0.0
C 2.02962 5.11701 -1.89434 0.0 0.0 0.0
C -3.65123 0.74466 -0.71446 0.0 0.0 0.2
C 0.54399 -2.82028 -4.55715 0.0 0.0 0.0
C -3.51431 -0.73476 -0.30801 0.0 0.0 0.0
C 3.44157 2.80948 -1.66261 0.0 0.0 0.0
C -4.78006 -2.69844 0.35177 0.0 0.0 0.0
C 3.36769 5.12431 -2.18035 0.0 0.0 0.0
C -4.72659 -1.37163 -0.02979 0.0 0.0 0.0
C 0.25471 -2.95134 -2.17453 0.0 0.0 0.0
C -1.23567 1.53575 3.75860 -0.1 0.0 0.0
C 2.69506 -1.67079 1.42334 0.0 0.0 0.0
C 0.04028 1.44084 4.29917 0.0 0.0 0.0
C -2.40332 -2.83831 0.14854 0.0 0.0 0.0
C -0.02919 -1.71826 1.94237 0.0 0.0 0.0
C -3.60997 -3.44381 0.43733 0.0 0.0 0.0
C 0.87592 -2.01297 2.95300 0.0 0.0 0.0
C 0.61642 -3.54393 -3.37232 0.0 0.0 0.0
C -1.36602 1.61531 2.38351 0.0 0.0 0.0
C 0.22423 1.33315 5.72449 0.0 0.0 -0.1
C 0.42132 -1.40529 0.66074 0.0 0.0 0.0
C 4.09701 3.93548 -2.06426 0.0 0.0 0.0
C 1.79382 -1.37301 0.41257 0.0 0.0 0.0
H -1.09103 -1.73156 2.15568 0.0 0.0 0.0
H 0.51235 -2.26000 3.94258 0.0 0.0 0.0
H -5.62941 -0.78748 -0.13824 0.0 0.0 0.0
H 0.32593 -3.51646 -1.25343 0.0 0.0 0.0
H -3.63907 -4.48819 0.71977 0.0 0.0 0.0
H 0.82611 -3.28647 -5.49231 0.0 0.0 0.0
H 0.95603 -4.57150 -3.38440 0.0 0.0 0.0
H -2.32504 1.68996 1.88556 0.0 0.0 0.0
H -1.49255 -3.42139 0.21091 0.0 0.0 0.0
H 3.75759 -1.64891 1.21710 0.0 0.0 0.0
H 2.15658 -1.09654 -0.56996 0.0 0.0 0.0
H 2.94391 -2.22735 3.48259 0.0 0.0 0.0
H 2.14516 1.36157 3.84414 0.0 0.0 0.0
H 3.85248 6.03871 -2.49403 0.0 0.0 0.0
H -0.56913 0.12784 -3.32599 0.0 0.0 0.0
H 0.06145 -0.93535 -5.46100 0.0 0.0 0.0
H 1.72927 1.48939 1.36952 0.0 0.0 0.0
H -5.73533 -3.15740 0.57266 0.0 0.0 0.0
H 3.89992 1.84064 -1.53781 0.0 0.0 0.0
H -2.11033 1.54423 4.39275 0.0 0.0 0.0
H 1.43139 6.01298 -1.97433 0.0 0.0 0.0
H 5.15321 3.88691 -2.28240 0.0 0.0 0.0